[1]
Formula: C4H6ClN
Source: the Open Molecules 2025 dataset
Level of theory: the ωB97M-V functional and the def2-TZVPD basis

The geometry in XYZ format:
```
12
Properties=species:S:1:pos:R:3
C 0.71529 2.37084 -0.14149
C 0.33267 1.24955 0.10157
C -0.17353 -0.11081 0.42244
Cl -1.83665 -0.29804 -0.06173
C 0.70071 -1.17726 -0.29242
N 2.16509 -1.07480 0.00005
H 1.02537 3.39283 -0.30871
H -0.14522 -0.22103 1.56454
H 0.55792 -1.09738 -1.36715
H 0.31132 -2.17040 -0.04757
H 2.31652 -1.11469 1.00613
H 2.55056 -0.19306 -0.33869
```

Values from the calculation:
Gap between HOMO and LUMO = 10.606 eV
Structure (SMILES) = C#C[C@@H](Cl)CN
LUMO energy = 0.91 eV
Multiplicity = 1



[2]
Formula: C4H6ClN
Source: the Open Molecules 2025 dataset
Level of theory: the ωB97M-V functional and the def2-TZVPD basis

The geometry in XYZ format:
```
12
Properties=species:S:1:pos:R:3
C -1.47571 -1.73251 -0.33344
C -0.62668 -0.74137 -0.64635
C 1.39566 0.74157 1.02240
C 0.41910 1.32412 -0.03308
N -0.59276 0.31624 0.16387
Cl 0.33699 -0.72351 -2.20547
H -1.75145 -2.45204 -0.95228
H -2.01272 -1.73708 0.60985
H 2.26724 0.27300 0.71372
H 1.19901 0.99513 2.03537
H 0.03056 2.28707 0.59108
H 0.81075 1.44937 -0.96568
```

Values from the calculation:
Expectation value of S² = 2.038
Gap between HOMO and LUMO (spin up / spin down) = 8.738 / 9.006 eV
LUMO energy (spin up / spin down) = 0.88 / -1.29 eV
Multiplicity = 3



[3]
Formula: C4H6ClN2O
Source: the Open Molecules 2025 dataset
Level of theory: the ωB97M-V functional and the def2-TZVPD basis

The geometry in XYZ format:
```
14
Properties=species:S:1:pos:R:3
C 2.18947 -1.12225 -0.12360
O 1.57792 0.13788 -0.06816
C 0.22026 0.40016 0.00234
N -0.71861 -0.50474 0.09640
C -1.96771 0.05458 0.04287
Cl -3.39131 -0.84806 -0.16237
C -1.74046 1.41644 0.12632
N -0.34067 1.57705 0.08804
H 1.70833 -1.79962 0.72650
H 3.32040 -1.01170 0.09040
H 1.98705 -1.56867 -1.05436
H -0.53711 -1.43623 0.21818
H -2.49520 2.31594 0.16327
H 0.18763 2.38923 -0.14583
```

Values from the calculation:
Gap between HOMO and LUMO = 10.777 eV
Structure (SMILES) = COc1[nH]c(Cl)c[nH+]1
LUMO energy = -2.97 eV
Net charge = +1
Multiplicity = 1



[4]
Formula: C4H6ClNO
Source: the Open Molecules 2025 dataset
Level of theory: the ωB97M-V functional and the def2-TZVPD basis

The geometry in XYZ format:
```
13
Properties=species:S:1:pos:R:3
H 0.64744 0.01570 1.87388
N 0.63142 -0.63162 1.10994
C 1.38633 -0.39899 0.16803
C 1.44877 -1.26926 -1.00685
Cl 2.53661 0.99913 0.07326
H 0.97273 -0.64830 -1.90990
H 0.82556 -2.07731 -0.63307
H 2.58784 -1.49864 -1.25074
C -2.53223 0.72540 0.51289
C -1.71482 1.55940 -0.06030
O -1.08001 2.33552 -0.69542
H -3.59502 1.08628 0.73148
H -2.11462 -0.19732 1.08681
```

Values from the calculation:
Gap between HOMO and LUMO = 10.188 eV
Structure (SMILES) = [H]/N=C(/C)Cl.C=C=O
LUMO energy = 0.76 eV
Multiplicity = 1



[5]
Formula: C4H6ClNO
Source: the Open Molecules 2025 dataset
Level of theory: the ωB97M-V functional and the def2-TZVPD basis

The geometry in XYZ format:
```
13
Properties=species:S:1:pos:R:3
O -1.71600 -1.63925 0.05584
C -0.53220 -1.74354 0.00187
C 0.39115 -0.47148 0.05322
Cl 2.11233 -1.06671 0.03307
C 0.09926 0.66473 1.08225
N 0.20412 1.65925 -0.03798
C 0.10816 0.58731 -1.03425
H -0.08259 -2.69326 -0.22209
H 0.85989 0.79654 1.86290
H -0.86995 0.49001 1.54494
H -0.59675 2.28242 -0.04940
H 0.88132 0.71105 -1.80201
H -0.85876 0.42295 -1.48837
```

Values from the calculation:
Gap between HOMO and LUMO = 10.283 eV
Structure (SMILES) = O=CC1(Cl)CNC1
LUMO energy = 0.60 eV
Multiplicity = 1



[6]
Formula: C4H6ClNO3
Source: the Open Molecules 2025 dataset
Level of theory: the ωB97M-V functional and the def2-TZVPD basis

The geometry in XYZ format:
```
15
Properties=species:S:1:pos:R:3
C -1.14502 0.21443 -1.02616
C -0.04471 0.07071 0.01685
C -0.47160 0.14486 1.46472
C 1.24224 0.90280 -0.34752
O 1.36289 1.55195 -1.30797
Cl 2.45377 0.99125 0.90136
N 0.62580 -1.40869 -0.22861
O 0.73250 -1.80384 -1.35991
O 1.06333 -1.88713 0.78174
H -2.05793 -0.26357 -0.94491
H -1.27717 1.25479 -1.19717
H -0.83390 -0.18404 -1.96409
H -1.49406 -0.26954 1.29078
H -0.28403 1.18485 1.81548
H 0.12791 -0.49883 2.10539
```

Values from the calculation:
Gap between HOMO and LUMO = 10.848 eV
Structure (SMILES) = CC(C)(C(=O)Cl)[N+](=O)[O-]
LUMO energy = -0.10 eV
Multiplicity = 1



[7]
Formula: C4H6ClNOS
Source: the Open Molecules 2025 dataset
Level of theory: the ωB97M-V functional and the def2-TZVPD basis

The geometry in XYZ format:
```
14
Properties=species:S:1:pos:R:3
C -2.26313 1.42792 -1.50950
C -2.24864 0.76679 -0.35269
Cl -2.73747 1.45382 1.09424
C -1.93134 -0.82129 -0.31346
S -2.90792 -1.94654 -1.05763
N -1.00830 -1.21665 0.62750
C 0.04528 -0.38164 1.02368
O 1.02396 -0.12804 0.04632
H -2.71420 2.35106 -1.59508
H -1.80847 0.79015 -2.32288
H -0.90568 -2.24455 0.69907
H 0.45992 -1.03827 1.77294
H -0.04455 0.55385 1.63760
H 1.31491 -0.95841 -0.36544
```

Values from the calculation:
Gap between HOMO and LUMO = 8.655 eV
Structure (SMILES) = C=C(Cl)C(=S)NCO
LUMO energy = -0.09 eV
Multiplicity = 1



[8]
Formula: C4H6ClNOS
Source: the Open Molecules 2025 dataset
Level of theory: the ωB97M-V functional and the def2-TZVPD basis

The geometry in XYZ format:
```
14
Properties=species:S:1:pos:R:3
C -2.40585 -0.19765 -0.61862
C -1.38892 -0.89801 -0.12321
N -0.07781 -0.42870 0.07666
O 0.71622 -1.48520 0.43508
C 0.39562 0.82400 0.17382
S -0.41956 2.22187 -0.08235
C 1.88563 0.89238 0.55755
Cl 2.98467 0.14085 -0.62489
H -3.34176 -0.70202 -0.73818
H -2.31793 0.84323 -0.87222
H -1.46457 -1.94662 0.08855
H 1.25006 -1.69929 -0.34134
H 2.16905 1.97819 0.57847
H 2.01516 0.45697 1.49068
```

Values from the calculation:
Gap between HOMO and LUMO = 8.787 eV
Structure (SMILES) = C=CN(O)C(=S)CCl
LUMO energy = 0.11 eV
Multiplicity = 1



[9]
Formula: C4H6ClNS
Source: the Open Molecules 2025 dataset
Level of theory: the ωB97M-V functional and the def2-TZVPD basis

The geometry in XYZ format:
```
13
Properties=species:S:1:pos:R:3
C 0.97118 -0.36941 0.75414
C 0.18253 0.65668 0.06352
Cl 0.98208 2.16580 -0.14266
C -0.49543 0.23403 -1.16972
C -1.83023 0.35173 -1.22475
S -2.60604 0.66867 0.27735
N -1.19918 0.76804 1.14747
H 1.08163 0.06475 1.70109
H 1.87928 -0.54594 0.04676
H 0.48150 -1.27881 0.84812
H 0.08706 0.38264 -2.04027
H -2.31798 0.19709 -2.08866
H -1.12091 1.72999 1.49935
```

Values from the calculation:
Gap between HOMO and LUMO = 8.731 eV
Structure (SMILES) = C[C@@]1(Cl)C=CSN1
LUMO energy = 0.81 eV
Multiplicity = 1



[10]
Formula: C4H6CoO2
Source: the Open Molecules 2025 dataset
Level of theory: the ωB97M-V functional and the def2-TZVPD basis

The geometry in XYZ format:
```
13
Properties=species:S:1:pos:R:3
O 3.14124 0.33946 -0.30991
C 2.38347 -0.54966 0.18934
H 4.08319 0.09689 -0.37920
H 2.93920 -1.44596 0.52170
C -1.01855 1.38440 0.23245
C -1.94815 0.44461 -0.35716
C -2.46098 -0.72688 0.38414
O -1.26498 -0.97949 -0.34957
Co 0.36545 -0.11458 0.43485
H -2.44964 0.66035 -1.30874
H -1.22708 2.45111 0.10486
H -3.33399 -1.24499 -0.02412
H -2.37676 -0.73009 1.47564
```

Values from the calculation:
Expectation value of S² = 8.767
Gap between HOMO and LUMO (spin up / spin down) = 8.217 / 7.867 eV
LUMO energy (spin up / spin down) = -10.22 / -13.13 eV
Net charge = +2
Multiplicity = 6



no.,F_max (eV Å⁻¹)
1,2.12
2,6.82
3,4.57
4,3.08
5,1.96
6,2.60
7,4.16
8,2.86
9,5.00
10,2.71